No. 1
C24H22Cl3CoGeN3O5P | wB97M-V/def2-TZVPD

Its highest occupied orbital energy (spin up / spin down) is -8.623 / -8.624 eV. Its spin multiplicity is 1. The calculation puts the lowest unoccupied orbital energy (spin up / spin down) at -1.8 / -1.8 eV. The calculation puts the energy relative to the best compared isomer or geometry (same formula, charge and spin) at 151.12 kJ/mol.

Last column: Löwdin charge in e.
Atoms and positions in Å:
Co -0.04 -0.21 -0.04  0.111
O -0.33 -0.99 3.84  0.077
C -0.60 -0.96 2.66  -0.663
O 0.12 -0.35 1.76  -0.175
C -1.85 -1.69 2.15  -0.194
P -1.75 -1.85 0.34  1.114
C -3.42 -2.16 -0.31  -0.352
C -4.19 -3.19 0.21  -0.076
C -5.45 -3.43 -0.30  -0.070
C -5.96 -2.65 -1.33  -0.076
C -5.19 -1.63 -1.86  -0.069
C -3.92 -1.39 -1.36  -0.097
C -0.97 -3.49 0.15  -0.376
C -1.29 -4.31 -0.93  -0.111
C -0.61 -5.51 -1.13  -0.074
C 0.40 -5.89 -0.26  -0.071
C 0.71 -5.08 0.82  -0.065
C 0.04 -3.89 1.03  -0.126
H -2.72 -1.08 2.40  0.095
H -1.94 -2.65 2.65  0.103
H -3.80 -3.80 1.02  0.117
H -6.05 -4.24 0.11  0.107
H -6.95 -2.84 -1.71  0.106
H -5.58 -1.01 -2.66  0.107
H -3.32 -0.57 -1.76  0.104
H -2.08 -4.03 -1.62  0.093
H -0.87 -6.14 -1.97  0.105
H 0.95 -6.80 -0.43  0.106
H 1.50 -5.36 1.51  0.113
H 0.31 -3.27 1.86  0.105
O -3.13 0.48 0.74  0.037
C -2.43 1.44 0.49  -0.381
N -1.10 1.37 0.13  0.068
C -0.63 2.63 -0.19  -0.402
O 0.50 2.92 -0.54  -0.032
C -1.75 3.59 -0.01  -0.084
C -1.80 4.95 -0.21  0.007
C -3.00 5.60 0.10  -0.063
C -4.08 4.89 0.60  -0.066
C -4.02 3.51 0.77  0.003
C -2.84 2.88 0.45  -0.078
H -0.94 5.49 -0.58  0.122
H -3.08 6.67 -0.04  0.106
H -5.00 5.42 0.85  0.105
H -4.87 2.96 1.16  0.120
Cl 4.57 1.29 0.27  -0.015
Ge 2.45 1.11 -0.37  0.371
Cl 2.92 1.45 -2.53  0.014
Cl 1.58 -1.64 -0.47  0.222
C -1.29 -2.37 -4.16  -0.055
N -0.87 -1.62 -2.99  0.048
C -0.31 -0.40 -2.99  -0.566
N -0.08 0.23 -4.16  0.215
O -0.05 0.20 -1.92  -0.171
H -1.92 -3.19 -3.82  0.080
H -0.44 -2.79 -4.70  0.094
H -1.88 -1.74 -4.82  0.090
H -0.89 -2.07 -2.10  0.057
H -0.12 -0.29 -5.02  0.102
H 0.57 1.00 -4.08  0.086

No. 2
C5H14NO2 | wB97M-V/def2-TZVPD

Its highest occupied orbital energy is -13.840 eV. Its spin multiplicity is 1. The calculation puts the lowest unoccupied orbital energy at -9.5 eV. As for the net charge: +1. The calculation puts the energy relative to the best compared isomer or geometry (same formula, charge and spin) at 901.20 kJ/mol.

Last column: Löwdin charge in e.
Atoms and positions in Å:
C -0.37 -1.77 -1.60  0.197
O 0.08 2.16 -1.08  -0.060
C 0.50 -1.01 -0.88  -0.079
C 0.91 -1.26 0.48  -0.156
C 2.14 -0.50 0.84  -0.139
C 2.26 0.80 1.05  0.098
N -2.82 -0.07 -0.19  0.251
H -0.73 -1.44 -2.55  0.088
H -0.73 -2.72 -1.24  0.095
H -0.26 3.01 -1.31  0.036
H 0.96 -0.19 -1.43  0.128
H 0.05 -0.98 1.14  0.177
H 1.08 -2.32 0.70  0.155
H 3.01 -1.09 0.96  0.107
H 1.34 1.37 1.05  0.054
H 3.25 1.15 1.31  0.091
H -3.10 0.57 -0.91  0.069
H -1.98 0.29 0.25  -0.047
H -3.54 -0.31 0.47  0.072
H -0.27 1.92 -0.21  -0.045
H -0.95 1.31 2.05  0.065
O -0.85 1.10 1.10  -0.157

No. 3
C12H35N3O4 | wB97M-V/def2-TZVPD

Its highest occupied orbital energy is -8.997 eV. Its spin multiplicity is 1. The SMILES is COC[C@H](C)N.COC[C@H](C)N.COC[C@H](C)N.O. The calculation puts the lowest unoccupied orbital energy at 0.6 eV. The calculation puts the energy relative to the best compared isomer or geometry (same formula, charge and spin) at 75.38 kJ/mol.

Last column: Löwdin charge in e.
Atoms and positions in Å:
C -21.19 -7.69 18.26  -0.058
C -20.60 -7.42 19.65  -0.441
C -19.25 -8.07 19.80  -0.240
O -19.39 -9.47 19.65  -0.180
C -18.16 -10.12 19.67  -0.111
N -20.43 -5.99 19.94  0.033
H -21.27 -8.76 18.06  0.073
H -20.52 -7.28 17.50  0.080
H -22.18 -7.25 18.15  0.073
H -21.26 -7.84 20.41  0.141
H -18.82 -7.83 20.78  0.125
H -18.54 -7.69 19.05  0.133
H -17.52 -9.89 18.81  0.095
H -18.34 -11.19 19.66  0.093
H -17.60 -9.85 20.58  0.066
H -21.32 -5.53 19.78  0.069
H -19.77 -5.61 19.27  0.069
C -18.51 -11.47 30.06  -0.057
C -18.12 -12.37 28.90  -0.439
C -17.31 -11.63 27.86  -0.212
O -18.12 -10.64 27.26  -0.226
C -17.39 -9.51 26.81  -0.097
N -17.33 -13.53 29.35  0.032
H -19.27 -10.75 29.75  0.075
H -17.64 -10.91 30.42  0.082
H -18.90 -12.07 30.88  0.075
H -19.03 -12.78 28.45  0.132
H -16.97 -12.33 27.08  0.134
H -16.44 -11.16 28.35  0.127
H -16.55 -9.81 26.18  0.090
H -17.04 -8.92 27.66  0.092
H -18.09 -8.89 26.24  0.077
H -17.36 -13.61 30.36  0.061
H -16.34 -13.43 29.12  0.062
C -22.39 -9.58 24.65  -0.065
C -21.71 -10.62 25.51  -0.435
C -20.57 -11.32 24.76  -0.217
O -21.05 -11.79 23.52  -0.181
C -20.03 -12.33 22.72  -0.109
N -21.21 -10.00 26.74  0.050
H -23.03 -8.94 25.26  0.079
H -22.99 -10.02 23.86  0.077
H -21.64 -8.97 24.13  0.081
H -22.44 -11.40 25.76  0.137
H -20.22 -12.18 25.33  0.130
H -19.73 -10.62 24.62  0.105
H -19.34 -12.97 23.30  0.092
H -19.42 -11.56 22.24  0.071
H -20.50 -12.96 21.97  0.088
H -20.38 -10.49 27.06  0.039
H -20.95 -9.04 26.53  0.062
O -17.47 -9.70 23.36  -0.048
H -18.24 -9.30 23.78  0.018
H -17.49 -9.37 22.46  0.001

No. 4
C21H32BrN4O2STeZn | wB97M-V/def2-TZVPD

Its highest occupied orbital energy is -9.555 eV. Its spin multiplicity is 1. The calculation puts the lowest unoccupied orbital energy at -2.2 eV. As for the net charge: +1. The calculation puts the energy relative to the best compared isomer or geometry (same formula, charge and spin) at 71.04 kJ/mol.

Last column: Löwdin charge in e.
Atoms and positions in Å:
Zn 0.27 -0.17 -0.14  0.358
O 5.89 -1.34 2.32  0.113
C 4.70 -1.17 1.72  -0.293
C 4.44 -1.57 0.41  0.022
C 3.19 -1.34 -0.10  -0.098
N 2.20 -0.77 0.60  -0.037
C 2.47 -0.41 1.85  -0.680
Br 1.06 0.38 2.85  0.866
C 3.69 -0.58 2.46  -0.021
H 6.52 -1.77 1.74  0.128
H 5.20 -2.04 -0.20  0.128
H 2.94 -1.65 -1.11  0.126
H 3.87 -0.28 3.49  0.127
C 1.39 5.16 -3.04  -0.061
C 2.21 4.64 -1.86  -0.199
N 1.41 3.85 -0.91  -0.070
C 0.56 4.60 0.03  -0.190
C -0.92 4.56 -0.32  -0.053
C 1.38 2.51 -0.92  -0.396
C 2.15 1.79 -2.00  -0.009
N 0.73 1.81 -0.03  0.027
H 2.05 5.64 -3.77  0.084
H 0.66 5.91 -2.71  0.074
H 0.86 4.35 -3.53  0.081
H 2.64 5.47 -1.30  0.122
H 3.05 4.05 -2.21  0.107
H 0.92 5.63 0.01  0.122
H 0.74 4.24 1.04  0.119
H -1.09 4.96 -1.32  0.075
H -1.48 5.17 0.39  0.086
H -1.33 3.55 -0.30  0.062
H 1.99 2.23 -2.98  0.091
H 1.82 0.75 -2.04  0.018
H 3.22 1.81 -1.78  0.102
H 0.27 2.37 0.66  0.027
O -0.46 -1.76 1.09  -0.087
C -0.87 -2.78 1.64  -0.459
C -2.13 -2.80 2.45  -0.075
C -3.22 -3.20 1.42  -0.156
C -2.96 -4.47 0.58  -0.174
C -1.89 -4.34 -0.53  -0.168
C -0.43 -4.42 -0.05  -0.148
N -0.33 -4.01 1.37  0.075
H -2.34 -1.83 2.89  0.122
H -2.06 -3.56 3.23  0.125
H -3.36 -2.35 0.73  0.070
H -4.16 -3.31 1.96  0.120
H -3.91 -4.70 0.08  0.113
H -2.75 -5.32 1.23  0.116
H -2.04 -3.38 -1.04  0.049
H -2.06 -5.11 -1.28  0.116
H 0.21 -3.78 -0.66  0.097
H -0.05 -5.43 -0.11  0.118
H -0.72 -4.71 1.97  0.121
Te -1.02 -0.66 -2.26  0.824
C -2.82 -0.41 -1.19  -1.047
C -3.07 0.37 -0.08  -0.274
C -4.43 0.30 0.36  -0.197
C -5.19 -0.53 -0.41  -0.419
S -4.25 -1.22 -1.67  0.929
H -2.33 1.00 0.39  0.074
H -4.82 0.85 1.21  0.104
H -6.24 -0.76 -0.32  0.071

No. 5
C21H51Cl3N6O8 | wB97M-V/def2-TZVPD

Its highest occupied orbital energy is -8.408 eV. Its spin multiplicity is 1. The SMILES is COCCNCCOC.COCCNCCOC.ClC(Cl)Cl.CC(N)=O.CC(N)=O.CC(N)=O.CC(N)=O. The calculation puts the lowest unoccupied orbital energy at 0.4 eV. The calculation puts the energy relative to the best compared isomer or geometry (same formula, charge and spin) at 0.00 kJ/mol.

Last column: Löwdin charge in e.
Atoms and positions in Å:
O 1.38 -2.41 1.95  0.061
C 2.35 -3.07 1.98  -0.580
N 3.07 -3.54 0.92  0.178
C 2.87 -3.43 3.42  -0.013
H 2.66 -3.36 0.01  0.041
H 3.93 -4.06 0.92  0.109
H 2.02 -3.58 4.09  0.068
H 3.48 -2.61 3.81  0.071
H 3.43 -4.32 3.69  0.060
O -6.74 -3.16 -3.55  0.025
C -6.49 -2.61 -2.50  -0.644
N -7.44 -2.38 -1.61  0.180
C -5.09 -2.14 -2.23  -0.059
H -7.46 -1.78 -0.80  0.077
H -8.32 -2.67 -2.02  0.116
H -4.92 -1.32 -2.93  0.084
H -4.27 -2.84 -2.36  0.056
H -4.89 -1.85 -1.20  0.040
O -7.22 -0.46 1.04  -0.013
C -6.67 0.67 1.12  -0.589
N -7.31 1.78 1.02  0.168
C -5.20 0.92 1.38  -0.031
H -8.30 1.86 0.82  0.129
H -6.89 2.69 1.11  0.116
H -4.56 0.44 0.64  0.031
H -4.85 0.55 2.34  0.083
H -4.91 1.97 1.39  0.074
O 2.93 1.64 -2.63  0.025
C 2.63 1.58 -3.80  -0.679
N 1.40 1.40 -4.21  0.176
C 3.75 1.48 -4.74  -0.015
H 1.26 1.09 -5.16  0.108
H 0.57 1.41 -3.62  0.063
H 3.52 0.83 -5.59  0.081
H 4.61 1.10 -4.20  0.092
H 3.99 2.50 -5.04  0.092
C -1.04 -0.37 -0.27  -1.377
Cl -1.97 0.05 1.17  0.635
Cl -0.33 1.08 -1.10  0.536
Cl -2.23 -1.11 -1.41  0.568
H -0.23 -1.07 -0.04  0.011
C 6.21 5.61 -0.29  -0.093
O 5.78 5.41 1.05  -0.214
C 5.13 6.53 1.63  -0.210
C 4.04 6.06 2.69  -0.200
N 3.22 5.00 2.12  -0.062
C 2.02 4.85 2.99  -0.199
C 0.85 3.98 2.42  -0.168
O 0.09 3.41 3.52  -0.190
C -1.16 2.93 3.18  -0.164
H 6.95 4.82 -0.38  0.089
H 6.64 6.60 -0.43  0.081
H 5.34 5.48 -0.94  0.089
H 4.67 7.21 0.91  0.110
H 5.89 7.15 2.11  0.108
H 3.36 6.87 2.92  0.102
H 4.49 5.81 3.66  0.109
H 3.65 4.09 2.09  0.109
H 1.63 5.85 3.22  0.106
H 2.28 4.39 3.94  0.111
H 1.23 3.11 1.88  0.117
H 0.37 4.68 1.74  0.118
H -1.78 3.82 3.14  0.088
H -1.70 2.30 3.89  0.082
H -1.21 2.28 2.30  0.017
C 2.08 -1.77 -2.16  -0.064
O 2.21 -3.06 -1.57  -0.256
C 1.95 -4.13 -2.48  -0.195
C 0.47 -4.45 -2.51  -0.217
N 0.07 -4.79 -1.16  -0.054
C -1.36 -4.88 -1.06  -0.214
C -1.80 -4.56 0.37  -0.185
O -1.30 -3.26 0.76  -0.246
C -1.56 -3.03 2.15  -0.144
H 2.16 -1.00 -1.40  0.090
H 1.11 -1.78 -2.65  0.079
H 2.83 -1.61 -2.94  0.090
H 2.59 -4.93 -2.11  0.127
H 2.30 -3.98 -3.50  0.122
H 0.18 -5.31 -3.10  0.125
H -0.06 -3.64 -3.01  0.105
H 0.52 -4.31 -0.40  0.097
H -1.69 -5.80 -1.56  0.119
H -1.83 -4.19 -1.76  0.083
H -1.56 -5.34 1.09  0.117
H -2.89 -4.62 0.38  0.117
H -1.37 -3.87 2.82  0.092
H -2.58 -2.65 2.15  0.074
H -0.95 -2.20 2.51  0.047

No. 6
C13H27NO | wB97M-V/def2-TZVPD

Its highest occupied orbital energy is -9.288 eV. Its spin multiplicity is 1. The SMILES is NC[C@H](O)C1CCCCCCCCCC1. The calculation puts the lowest unoccupied orbital energy at 0.7 eV. The calculation puts the energy relative to the best compared isomer or geometry (same formula, charge and spin) at 0.00 kJ/mol.

Last column: Löwdin charge in e.
Atoms and positions in Å:
C 2.05 -0.46 2.82  -0.249
C 0.60 -0.83 2.79  -0.393
C -0.08 -0.31 1.53  -0.291
C -0.24 1.23 1.61  -0.165
C -0.39 1.76 0.20  -0.237
C 0.83 1.65 -0.71  -0.225
C 0.75 2.13 -2.18  -0.208
C 0.33 1.06 -3.28  -0.254
C -0.88 0.36 -2.89  -0.217
C -0.73 -1.13 -2.17  -0.179
C -2.02 -1.59 -1.42  -0.233
C -2.32 -0.99 0.02  -0.205
C -1.45 -1.04 1.30  -0.128
H 3.76 -1.63 2.13  0.134
H 3.12 -0.59 0.94  0.102
H 2.40 -0.61 3.93  0.161
H 2.22 0.60 2.80  0.090
H -0.03 -0.53 3.67  0.167
H 1.62 -2.22 2.21  0.090
H 0.62 -0.46 0.72  0.090
H 0.53 1.66 2.25  0.101
H -1.10 1.42 2.25  0.115
H -1.36 1.52 -0.25  0.073
H -0.57 2.87 0.30  0.125
H 1.44 0.65 -0.82  0.123
H 1.42 2.40 -0.04  0.134
H 1.88 2.37 -2.46  0.131
H 0.11 3.06 -2.33  0.119
H 0.39 1.43 -4.28  0.087
H 1.23 0.34 -3.25  0.125
H -1.58 0.92 -2.18  0.112
H -1.45 0.05 -3.82  0.117
H 0.20 -1.24 -1.38  0.133
H -0.57 -2.03 -2.94  0.125
H -2.93 -1.49 -2.00  0.099
H -1.88 -2.64 -1.18  0.093
H -3.29 -1.49 0.08  0.087
H -2.74 0.10 -0.16  0.113
H -2.16 -0.78 2.20  0.150
H -1.27 -2.10 1.52  0.096
N 2.85 -1.15 1.79  -0.013
O 0.67 -2.25 2.67  -0.099

No. 7
C5H14 | wB97M-V/def2-TZVPD

Its highest occupied orbital energy is -11.259 eV. Its spin multiplicity is 1. The SMILES is CCC.CC. The calculation puts the lowest unoccupied orbital energy at 1.1 eV. The calculation puts the energy relative to the best compared isomer or geometry (same formula, charge and spin) at 20.47 kJ/mol.

Last column: Löwdin charge in e.
Atoms and positions in Å:
C 0.24 1.10 -3.25  -0.160
C 0.00 0.25 -2.00  -0.179
H -0.22 0.64 -4.11  0.056
H -0.22 2.08 -3.12  0.061
H 1.30 1.25 -3.42  0.060
H -0.01 0.83 -1.08  0.045
H 0.71 -0.56 -1.87  0.065
H -1.02 -0.13 -1.99  0.065
C 0.46 -0.39 1.60  -0.328
C -0.24 0.62 2.50  -0.122
C -0.40 -1.63 1.32  -0.126
H 0.78 0.07 0.67  0.061
H 1.37 -0.75 2.10  0.100
H -1.25 0.79 2.13  0.068
H -0.01 -2.19 0.47  0.063
H -0.50 -2.23 2.22  0.069
H 0.38 1.49 2.67  0.065
H -0.45 0.16 3.48  0.071
H -1.42 -1.35 1.02  0.069

No. 8
C22H51ClN6O5 | wB97M-V/def2-TZVPD

Its highest occupied orbital energy is -9.092 eV. Its spin multiplicity is 1. The SMILES is CCO[C@H](C#N)[C@@H](Cl)C#N.COC[C@@H](C)N.COC[C@@H](C)N.COC[C@@H](C)N.COC[C@@H](C)N. The calculation puts the lowest unoccupied orbital energy at 0.0 eV.

Last column: Löwdin charge in e.
Atoms and positions in Å:
C -1.55 -0.32 -2.55  -0.063
C 0.10 -0.47 -2.78  -0.202
O 0.64 -0.90 -1.48  -0.218
C 2.11 -1.03 -1.51  -0.282
C 2.62 -2.58 -1.91  -0.096
N 2.81 -3.82 -2.29  0.096
C 2.61 -0.83 0.07  -0.550
Cl 4.36 -1.40 0.36  0.571
C 2.38 0.76 0.48  -0.112
N 2.05 1.97 0.90  0.104
H -1.95 0.66 -3.07  0.091
H -2.11 -1.29 -2.93  0.084
H -1.73 -0.27 -1.37  0.073
H 0.47 0.57 -3.16  0.129
H 0.32 -1.32 -3.55  0.135
H 2.65 -0.26 -2.24  0.160
H 1.90 -1.53 0.71  0.137
C -3.11 -3.60 1.39  -0.061
C -2.19 -3.41 0.19  -0.411
C -1.65 -4.74 -0.40  -0.190
O -0.61 -5.34 0.38  -0.192
C -1.07 -6.08 1.50  -0.108
N -1.10 -2.50 0.56  0.042
H -2.57 -3.82 2.31  0.070
H -3.68 -2.68 1.58  0.054
H -3.83 -4.40 1.21  0.082
H -2.78 -2.92 -0.60  0.133
H -1.20 -4.52 -1.37  0.121
H -2.46 -5.45 -0.58  0.119
H -2.03 -6.57 1.31  0.090
H -1.15 -5.42 2.37  0.073
H -0.33 -6.84 1.74  0.089
H -0.54 -2.30 -0.27  0.048
H -0.45 -3.03 1.16  0.083
C 4.42 3.61 -6.25  -0.075
C 2.92 3.87 -6.24  -0.429
C 2.16 3.06 -5.16  -0.199
O 1.97 1.68 -5.48  -0.206
C 3.10 0.86 -5.23  -0.113
N 2.38 3.62 -7.58  0.034
H 4.68 2.66 -6.72  0.064
H 4.94 4.40 -6.81  0.079
H 4.83 3.61 -5.23  0.078
H 2.78 4.94 -6.00  0.135
H 1.15 3.48 -5.08  0.121
H 2.62 3.17 -4.17  0.118
H 3.66 1.19 -4.35  0.087
H 3.75 0.84 -6.11  0.076
H 2.75 -0.16 -5.06  0.081
H 1.40 3.90 -7.60  0.073
H 2.35 2.61 -7.71  0.072
C 3.12 -0.19 4.81  -0.070
C 1.88 0.39 4.14  -0.433
C 1.27 1.60 4.89  -0.192
O 0.55 1.25 6.08  -0.195
C 1.37 1.01 7.22  -0.110
N 0.89 -0.69 3.97  0.042
H 2.89 -0.80 5.68  0.064
H 3.66 -0.83 4.10  0.071
H 3.81 0.61 5.12  0.080
H 2.17 0.74 3.14  0.087
H 0.54 2.07 4.23  0.121
H 2.03 2.36 5.11  0.119
H 2.25 1.66 7.23  0.090
H 1.66 -0.04 7.25  0.072
H 0.77 1.22 8.11  0.088
H 0.10 -0.32 3.43  0.063
H 0.48 -0.88 4.89  0.072
C -4.72 2.07 2.91  -0.076
C -4.70 2.62 1.48  -0.429
C -4.52 1.53 0.40  -0.197
O -3.19 1.02 0.29  -0.210
C -2.84 0.05 1.27  -0.106
N -3.66 3.65 1.38  0.034
H -3.73 1.82 3.28  0.063
H -5.13 2.82 3.60  0.077
H -5.35 1.18 2.98  0.077
H -5.67 3.10 1.31  0.133
H -4.75 1.98 -0.57  0.119
H -5.23 0.71 0.54  0.117
H -3.69 -0.59 1.53  0.077
H -2.44 0.54 2.15  0.074
H -2.05 -0.58 0.85  0.044
H -3.72 4.09 0.46  0.071
H -2.75 3.17 1.37  0.071